The following is a DFT calculation (ωB97M-V/def2-TZVPD) of a molecular structure, C19H12ClIN2OPdS5.

Output
**Strongest force on any atom**: 0.7 eV/Å
**Total charge**: -2
**Energy above the lowest of the compared OMol25 structures with the same formula, charge and spin**: 0.0 kcal/mol
**M**: 713.43 u
**Lowest unoccupied orbital energy (spin up / spin down)**: 3.971 / 3.971 eV
**2S+1**: 3
**Energy**: -3792.7242 hartree

Each line ends with the natural charge from an NBO analysis.
Atoms and positions in Å:
Pd1 0.792 -0.506 -0.573  0.548
Cl1 4.696 5.529 -0.810  -0.079
C1 4.205 3.859 -0.586  -0.151
C2 5.151 2.908 -0.305  -0.217
C3 4.804 1.576 -0.110  -0.337
I1 6.295 0.198 0.351  0.071
C4 3.474 1.097 -0.161  0.457
O1 3.117 -0.080 0.065  -0.698
C5 2.492 2.142 -0.508  0.053
N1 1.214 1.719 -0.625  -0.422
C6 0.247 2.581 -0.880  0.029
C7 0.501 3.951 -1.048  -0.260
C8 1.793 4.404 -0.965  -0.197
C9 2.841 3.497 -0.692  -0.031
H1 6.190 3.201 -0.228  0.218
H2 -0.749 2.171 -0.972  0.235
H3 -0.325 4.622 -1.245  0.204
H4 2.033 5.451 -1.100  0.211
C10 -4.236 2.006 -2.013  -0.748
S1 -3.731 1.809 -0.288  0.240
C11 -3.646 0.066 -0.171  -0.542
C12 -2.703 -0.709 -0.779  -0.326
S2 -1.409 -0.243 -1.793  -0.323
S3 -2.922 -2.435 -0.468  0.515
C13 -4.370 -2.361 0.463  -0.566
S4 -5.190 -3.697 1.046  -0.224
S5 -4.914 -0.753 0.706  0.449
H5 -4.297 3.078 -2.213  0.205
H6 -5.210 1.552 -2.190  0.204
H7 -3.486 1.558 -2.663  0.243
N2 0.782 -2.576 -0.377  -0.625
C14 0.306 -3.257 0.652  0.047
C15 0.236 -4.687 0.617  -0.217
C16 -0.286 -5.414 1.662  -0.245
C17 -0.748 -4.776 2.817  -0.258
C18 -0.681 -3.386 2.899  -0.259
C19 -0.179 -2.641 1.854  -0.172
H8 0.603 -5.171 -0.280  0.201
H9 -0.341 -6.495 1.589  0.185
H10 -1.166 -5.353 3.633  0.186
H11 -1.044 -2.881 3.788  0.191
H12 -0.136 -1.556 1.901  0.205